Record 1
This record from the Open Molecules 2025 dataset describes a 2-piece molecular cluster, C5H3NO overall in a non-equilibrium geometry. The level of theory is wB97M-V/def2-TZVPD.

The value obtained for the gap between HOMO and LUMO is 10.0707 eV. Its energy above the lowest of the compared OMol25 structures with the same formula, charge and spin is 58.13 kcal/mol. The molar mass is 93.08 g mol⁻¹.

Geometry as XYZ:
```
10
Properties=species:S:1:pos:R:3:forces:R:3
N 2.411780 -0.958386 -0.136360 -0.6 1.0 0.2
C 1.821892 0.026790 0.026979 0.5 -0.9 -0.1
C 1.146160 1.260181 0.216893 -0.1 0.0 0.0
C -0.134149 1.357517 0.558544 -0.8 0.2 0.2
O -1.233367 1.541299 0.867455 1.1 -0.2 -0.3
H 1.677873 2.197036 0.092568 -0.1 -0.1 0.0
C -1.916421 -1.147596 -0.371982 0.5 -0.3 -0.1
C -0.858859 -1.708423 -0.496719 -0.5 0.2 0.0
H -2.853276 -0.646299 -0.257878 0.2 -0.1 0.0
H 0.089547 -2.192211 -0.603056 -0.2 0.1 0.0
```
Positions in Å, forces in eV/Å.


Record 2
This record from the Open Molecules 2025 dataset describes a 2-piece molecular cluster, C6H14N2O2 overall in a non-equilibrium geometry. The level of theory is wB97M-V/def2-TZVPD.

The value obtained for the gap between HOMO and LUMO is 10.1578 eV. Its energy above the lowest of the compared OMol25 structures with the same formula, charge and spin is 17.85 kcal/mol. The molar mass is 146.19 g mol⁻¹.

Geometry as XYZ:
```
24
Properties=species:S:1:pos:R:3:forces:R:3
C -2.239098 -1.156836 1.250719 -0.2 0.8 -1.4
N -0.875636 -0.797858 1.537872 -0.1 0.3 0.4
C 0.165300 -1.639083 1.266494 -1.1 0.8 -0.3
C 1.536523 -1.131146 1.572350 0.6 -1.8 0.6
O -0.053226 -2.685084 0.681829 0.4 -0.3 0.1
H -2.812042 -0.239555 1.068922 -0.1 0.0 0.9
H -2.319205 -1.562807 0.236693 0.3 -0.8 0.4
H -2.687176 -1.793297 2.000706 -0.2 -0.2 0.0
H -0.742429 0.091795 1.991259 0.4 -0.2 0.0
H 2.088321 -2.063682 1.736738 0.3 0.2 -0.3
H 1.885793 -0.652848 0.674407 0.4 0.4 0.0
H 1.708992 -0.567206 2.485873 -0.5 0.5 -0.3
C 1.759399 0.342833 -2.323552 0.0 -0.8 1.0
N 0.488156 0.952577 -1.972331 0.4 0.0 -0.3
C 0.288282 1.442399 -0.717611 -0.5 -0.7 -0.8
C -1.077041 2.066544 -0.540129 0.0 0.7 0.8
O 1.149782 1.370358 0.136897 -0.1 0.6 0.1
H 2.573219 0.955186 -1.951383 0.1 0.4 -0.4
H 1.889852 -0.588998 -1.755273 -0.1 -0.1 -0.3
H 1.828872 0.114189 -3.382975 0.0 0.3 0.0
H -0.301876 0.746726 -2.557904 -0.1 0.2 0.0
H -1.239156 2.831302 -1.297649 0.0 0.0 -0.1
H -1.935635 1.395674 -0.572911 0.3 -0.3 -0.1
H -1.079970 2.568815 0.430958 -0.1 -0.1 -0.1
```
Positions in Å, forces in eV/Å.